(1)
This record from the OMol25 dataset describes a structure of composition C26H26Br2N7OPrS5 at a distorted geometry. The level of theory is the ωB97M-V functional and the def2-TZVPD basis.

Each line ends with the Mulliken charge.
Cartesian coordinates (Å):
1 O 11.676 10.896 5.407  -0.437
2 C 15.565 13.295 3.849  -0.328
3 N 14.136 15.957 7.465  0.613
4 H 7.257 14.442 3.920  0.383
5 H 18.027 11.022 5.765  0.548
6 H 8.949 8.862 6.466  0.439
7 C 12.722 16.454 4.548  0.072
8 C 15.364 10.547 6.230  0.669
9 S 11.778 16.397 8.287  -0.079
10 S 11.355 13.375 8.232  -0.336
11 C 15.529 16.015 7.044  0.720
12 Pr 12.850 12.779 5.917  1.157
13 H 8.275 15.377 2.939  0.384
14 C 16.066 17.240 6.581  -0.376
15 C 17.694 14.952 6.735  -0.858
16 H 17.927 18.315 6.003  0.366
17 C 17.492 17.335 6.329  -1.174
18 H 16.080 13.852 7.284  0.516
19 C 15.284 8.350 7.114  -0.230
20 H 13.727 7.943 8.433  0.510
21 H 15.543 18.114 6.359  0.324
22 H 8.559 16.243 5.155  0.448
23 Br 15.898 6.620 7.145  -0.055
24 C 18.233 16.168 6.412  -0.453
25 C 17.003 13.437 3.645  -0.594
26 H 9.405 11.816 6.252  -0.255
27 S 13.602 18.638 7.726  -0.190
28 C 9.002 15.251 4.943  -0.480
29 C 13.683 9.985 7.697  -0.648
30 H 18.281 14.030 6.856  0.613
31 C 17.338 11.590 5.127  -0.644
32 H 16.757 8.996 5.709  0.568
33 H 19.304 16.184 6.112  0.363
34 H 14.913 14.117 3.536  0.518
35 C 15.909 9.300 6.325  -0.545
36 C 17.828 12.602 4.296  -0.334
37 H 14.072 17.992 4.643  0.373
38 C 13.321 17.017 7.760  0.129
39 C 9.698 9.603 4.183  -1.041
40 C 15.944 11.530 5.236  0.610
41 Br 19.671 12.863 4.158  -0.014
42 H 9.243 8.685 4.108  0.519
43 N 12.716 15.183 4.806  0.117
44 S 10.935 9.534 5.521  0.272
45 H 12.855 10.357 8.307  0.616
46 C 12.402 14.769 8.085  0.553
47 H 9.783 9.872 7.701  0.496
48 C 8.699 10.677 4.516  -0.101
49 S 11.110 17.135 4.477  -0.089
50 H 8.792 13.773 3.388  0.307
51 H 7.741 10.420 4.040  0.378
52 H 14.711 16.490 4.633  0.087
53 N 14.269 10.923 6.886  0.173
54 N 13.921 17.065 4.376  -0.261
55 N 13.587 14.718 7.669  -0.827
56 N 11.428 14.686 4.856  -0.277
57 H 17.323 14.289 3.074  0.484
58 H 8.860 14.690 5.898  0.184
59 C 16.346 14.888 7.090  -0.206
60 H 8.943 11.552 3.951  -0.120
61 N 15.063 12.443 4.720  -0.023
62 C 10.478 15.540 4.799  0.294
63 H 7.801 11.064 6.521  0.590
64 C 14.152 8.718 7.827  -0.673
65 H 10.257 9.737 3.278  0.553
66 C 8.754 10.970 6.020  -0.185
67 C 9.537 9.790 6.654  -0.903
68 C 8.302 14.608 3.732  -1.212

The orbital gap (spin up / spin down) is 6.85 / 6.90 eV. The multiplicity is 3. Its total energy is -9120.4803 Ha. As for the total charge: +2. Its expectation value of S² is 2.00. Its energy above the lowest of the compared OMol25 structures with the same formula, charge and spin is 5.8 kJ/mol.



(2)
This record from the OMol25 dataset describes an isolated molecule of C26H26ClFN4O4S at a distorted geometry. The level of theory is the ωB97M-V functional and the def2-TZVPD basis.

Each line ends with the Mulliken charge.
Cartesian coordinates (Å):
1 H -2.091 3.302 0.656  0.331
2 C 1.119 -3.104 0.530  0.454
3 C -3.172 -0.393 -1.565  -0.460
4 C 2.263 4.522 1.252  -0.733
5 C 1.122 2.276 2.404  -0.295
6 C 0.849 2.558 1.060  0.395
7 C 2.507 4.211 2.576  0.293
8 C 3.921 1.153 0.998  -0.389
9 C 3.381 1.003 -0.269  -0.727
10 H 4.305 0.203 2.880  0.443
11 C -2.760 -0.692 -3.896  -0.834
12 H -0.435 3.167 -1.153  0.520
13 H -4.091 0.797 -3.065  0.563
14 H -1.672 1.302 2.341  0.377
15 C -0.422 0.463 0.786  0.002
16 F 3.314 5.012 3.311  -0.375
17 O 0.608 -2.751 -2.441  -0.749
18 O 0.641 -2.763 1.588  -0.573
19 N -2.712 1.330 0.556  0.121
20 C -1.858 -1.701 -3.601  -0.536
21 H -2.929 2.814 -0.837  0.547
22 H -2.247 -0.271 1.754  0.510
23 O -4.370 -0.509 0.753  -0.716
24 H -1.893 -5.399 -0.357  0.349
25 C -1.790 0.671 1.453  -1.190
26 H 2.148 2.864 4.191  0.462
27 C -0.483 -2.958 -1.918  0.510
28 C -2.193 2.507 -0.093  -1.128
29 N -0.632 -3.855 -0.924  0.107
30 H 0.285 0.010 1.479  0.660
31 C 1.445 3.699 0.506  -0.419
32 S -3.922 0.479 -0.181  1.279
33 C -3.408 -0.015 -2.872  -0.095
34 Cl 3.320 -2.415 2.649  -0.235
35 H -0.522 -0.214 -0.069  -0.514
36 H -2.938 -0.414 -4.923  0.415
37 C 2.703 -1.246 0.277  -0.248
38 C 3.870 0.106 1.898  -0.763
39 H 3.430 1.814 -0.978  0.340
40 C -1.637 -2.087 -2.282  0.229
41 H 1.305 -4.665 -0.991  0.290
42 H -1.309 -2.196 -4.389  0.504
43 N 0.098 1.708 0.262  0.468
44 H 0.322 -5.112 0.436  0.561
45 H 0.693 1.415 2.887  0.362
46 H 2.717 5.396 0.813  0.430
47 C -1.887 -4.306 -0.374  -1.024
48 N 2.099 -2.445 -0.140  -0.069
49 H -2.017 -3.944 0.649  0.344
50 H -2.716 -3.964 -0.987  0.403
51 H 4.389 2.081 1.283  0.471
52 O -4.850 1.432 -0.711  -0.742
53 H 1.290 3.943 -0.533  0.386
54 H 2.344 -0.314 -1.605  0.387
55 C 2.774 -0.185 -0.623  -0.066
56 C 3.278 -1.096 1.538  0.859
57 H -2.184 -1.702 -0.226  0.750
58 C 1.946 3.090 3.157  -0.762
59 H -0.915 1.503 -1.533  0.330
60 H 2.129 -2.613 -1.143  0.382
61 C -0.818 2.242 -0.728  -0.612
62 C -2.320 -1.432 -1.261  -0.347
63 C 0.579 -4.311 -0.256  -1.235

The orbital gap is 7.86 eV. As for the SMILES: CN(CC(=O)Nc1ccccc1Cl)C(=O)c1cccc(S(=O)(=O)N2CCN(c3ccc(F)cc3)CC2)c1. Its total energy is -2484.6328 Ha. As for the total charge: 0. Its energy above the lowest of the compared OMol25 structures with the same formula, charge and spin is 25.0 kJ/mol.



(3)
This record from the OMol25 dataset describes a structure of composition C26H26ClN2SV at a distorted geometry. The level of theory is the ωB97M-V functional and the def2-TZVPD basis.

Each line ends with the Mulliken charge.
Cartesian coordinates (Å):
1 C -0.832 2.550 -2.039  -0.287
2 S -0.315 -1.160 -2.898  -0.656
3 C -2.719 -2.743 -0.782  0.163
4 H -0.527 2.215 1.305  0.028
5 C 0.150 0.081 3.178  -1.155
6 C 3.641 -0.109 0.366  -0.550
7 C 3.211 1.766 -2.834  -0.590
8 N -0.924 -0.444 2.354  0.895
9 H -1.360 2.129 -2.887  0.288
10 H -2.650 -2.513 -1.841  0.273
11 C 1.350 0.763 -3.990  -0.410
12 C 2.964 0.959 -1.707  1.183
13 H 2.134 -1.807 2.285  0.271
14 H 0.008 -0.161 4.246  0.382
15 C -0.358 2.592 0.303  0.306
16 C 3.830 0.906 -0.576  -1.233
17 H 4.697 1.555 -0.539  0.376
18 H -4.550 -4.699 1.296  0.346
19 Cl 2.066 5.245 -1.451  -0.289
20 H -0.033 -2.311 2.340  0.153
21 H -3.000 -0.229 2.164  0.405
22 C 0.837 4.030 -1.180  0.489
23 H 1.182 3.954 0.932  0.413
24 C -3.680 -3.661 -0.378  -0.875
25 C -2.179 0.166 2.761  -1.536
26 H 0.332 3.880 -3.254  0.384
27 H -1.348 -2.169 3.503  0.322
28 C -1.830 -2.129 0.110  0.430
29 H 4.046 2.458 -2.808  0.355
30 C -1.030 -1.896 2.480  -0.993
31 H 2.610 2.280 -4.823  0.384
32 H 0.192 1.166 3.082  0.366
33 C -3.801 -3.990 0.964  -0.542
34 H 0.742 0.672 -4.882  0.408
35 H -2.477 0.930 0.431  0.507
36 H -3.027 -3.631 2.937  0.335
37 C -2.945 -3.393 1.881  -0.782
38 C 2.513 -0.899 0.333  0.531
39 H 1.558 -2.728 0.891  0.200
40 H -2.717 0.750 -1.337  0.487
41 H -2.135 1.247 2.624  0.403
42 C -1.993 0.902 -0.536  -1.560
43 H 3.279 -2.667 1.274  0.540
44 N 1.520 -0.674 -0.594  0.269
45 C 0.604 3.566 0.103  -0.965
46 C 1.050 -0.038 -2.889  0.433
47 V -0.516 -0.677 -0.638  -0.255
48 H -4.332 -4.120 -1.113  0.384
49 C 2.410 1.661 -3.955  -0.726
50 C -1.107 2.050 -0.756  0.407
51 C -1.973 -2.492 1.459  0.983
52 H 1.109 -0.319 2.858  0.096
53 H -2.392 -0.042 3.824  0.376
54 C 1.847 0.088 -1.723  -0.427
55 H 4.386 -0.307 1.129  0.430
56 C 0.122 3.529 -2.254  -0.648
57 C 2.358 -2.080 1.252  -1.522

The orbital gap (spin up / spin down) is 5.50 / 5.02 eV. The multiplicity is 2. Its total energy is -2918.2594 Ha. As for the total charge: -1. Its expectation value of S² is 1.06.



(4)
This record from the OMol25 dataset describes an isolated molecule of C26H26ClN5O6 at a distorted geometry. The level of theory is the ωB97M-V functional and the def2-TZVPD basis.

Each line ends with the Mulliken charge.
Cartesian coordinates (Å):
1 O 1.413 6.953 -1.445  -0.473
2 C 0.064 -0.556 2.273  0.732
3 N -1.205 0.405 0.491  -0.486
4 H 0.221 -3.942 2.175  0.495
5 C 0.663 -1.568 -1.422  1.227
6 C 2.508 6.731 -2.302  -0.817
7 C -3.766 -3.254 -2.499  -0.278
8 H 2.411 -1.211 4.634  0.446
9 H 3.913 -4.193 -1.641  0.334
10 H -3.391 -4.230 -2.176  0.322
11 N 1.223 -0.361 -1.633  -0.623
12 H 4.899 -2.971 -0.825  0.308
13 C -1.396 2.699 0.997  -0.417
14 C 1.007 -0.332 3.279  -0.525
15 O -2.692 2.842 -1.517  -0.657
16 Cl 2.246 -4.004 4.178  -0.207
17 C 1.159 4.550 -1.097  -0.732
18 H 2.536 -4.489 0.390  0.343
19 H -0.594 7.188 0.056  0.427
20 C -0.644 3.813 0.322  0.044
21 H -2.927 -0.054 -2.022  0.046
22 H 2.833 7.719 -2.625  0.238
23 C 0.449 3.533 -0.486  -0.096
24 H -5.246 -1.806 -1.887  0.286
25 N -1.674 1.595 0.053  0.173
26 C 1.396 -2.684 3.459  0.418
27 O -1.820 -3.269 -0.650  -0.586
28 H 1.236 0.675 3.594  0.425
29 H -2.352 3.073 1.379  0.717
30 N -0.862 -0.138 -1.985  0.542
31 H -4.533 -2.734 -0.556  0.282
32 C -0.705 -1.444 -1.657  1.124
33 O 2.358 -2.509 -0.157  -0.199
34 H 3.331 6.232 -1.781  0.322
35 H -1.020 2.068 3.075  0.437
36 H 1.995 4.291 -1.727  0.433
37 H -1.871 5.370 1.132  0.401
38 C -0.575 1.983 2.084  -1.146
39 C -1.017 5.137 0.514  -0.751
40 H -2.109 1.037 -3.163  0.366
41 H -0.956 -2.062 1.135  0.641
42 C -4.887 -2.787 -1.583  -1.081
43 C 3.166 -3.600 0.287  -0.091
44 H 0.751 2.510 -0.666  0.379
45 C 0.786 5.875 -0.900  0.841
46 H 0.445 2.370 2.125  0.514
47 H -5.711 -3.493 -1.632  0.404
48 O -2.678 -2.324 -2.505  -0.362
49 N 0.312 0.472 -1.957  -0.813
50 C -0.310 6.157 -0.084  -0.738
51 H 4.945 -4.657 -0.282  0.412
52 C 1.673 -1.388 3.867  -0.994
53 O 1.164 -3.881 -1.486  -0.593
54 C -0.586 0.549 1.604  -0.009
55 C 1.410 -2.787 -1.045  -0.087
56 H 2.220 6.141 -3.177  0.330
57 H -4.098 -3.305 -3.538  0.348
58 C -1.775 -2.449 -1.527  -0.201
59 H 3.540 -3.293 1.266  0.267
60 C -2.072 0.610 -2.157  -0.185
61 C 4.308 -3.872 -0.680  -1.335
62 C 0.444 -2.932 2.480  -0.993
63 C -2.178 1.799 -1.183  0.614
64 C -0.215 -1.872 1.894  -0.162

The orbital gap is 8.41 eV. As for the SMILES: CCOC(=O)c1nnn(CC(=O)N2N=C(c3ccc(Cl)cc3)C[C@H]2c2ccc(OC)cc2)c1C(=O)OCC. Its total energy is -2191.7836 Ha. As for the total charge: 0. Its energy above the lowest of the compared OMol25 structures with the same formula, charge and spin is 0.0 kJ/mol.